Entry 1:
{"formula": "C19H31N3OS", "method": "wB97M-V/def2-TZVPD", "mol_weight_g_mol": 349.5, "multiplicity": 1, "largest_force_ev_per_a": 0.625, "e_tot_ev": -37559.3115, "smiles": "CCCCN(C)C1CCN(C(=S)Nc2ccc(OCC)cc2)CC1", "e_homo_ev": -7.7556, "lumo_energy_ha": 0.0248, "relative_energy_ev": 0.543, "elements": ["C", "C", "C", "C", "N", "C", "C", "C", "C", "N", "C", "S", "N", "C", "C", "C", "C", "O", "C", "C", "C", "C", "C", "C", "H", "H", "H", "H", "H", "H", "H", "H", "H", "H", "H", "H", "H", "H", "H", "H", "H", "H", "H", "H", "H", "H", "H", "H", "H", "H", "H", "H", "H", "H", "H"], "xyz": [[-4.80320, -0.53097, 3.09854], [-5.70609, 0.25093, 2.15096], [-4.93401, 1.08500, 1.12877], [-4.18271, 0.22882, 0.10619], [-3.47543, 1.06947, -0.84795], [-4.31644, 1.45526, -1.95922], [-2.16060, 0.60244, -1.25700], [-2.09554, -0.83858, -1.79105], [-0.65995, -1.17073, -2.19145], [0.25344, -0.98939, -1.08167], [0.52797, -2.04046, -0.27245], [-0.24181, -3.50479, -0.38665], [1.47368, -1.90207, 0.70497], [2.65813, -1.15717, 0.69615], [3.20684, -0.62239, -0.46380], [4.39399, 0.08743, -0.42510], [5.06594, 0.27280, 0.77820], [6.22232, 0.97090, 0.94898], [6.92541, 1.45577, -0.17661], [7.68350, 0.35663, -0.91558], [4.52246, -0.28065, 1.94028], [3.34105, -0.98452, 1.90083], [0.25456, 0.37518, -0.58819], [-1.14973, 0.75987, -0.11491], [-5.39865, -1.02784, 3.86125], [-4.10176, 0.13780, 3.59301], [-4.23867, -1.29193, 2.56623], [-6.33549, 0.92182, 2.74050], [-6.36641, -0.44242, 1.62469], [-5.63608, 1.73531, 0.60436], [-4.21361, 1.72483, 1.64116], [-4.89222, -0.44431, -0.40117], [-3.46202, -0.39043, 0.63750], [-5.21733, 1.92863, -1.57373], [-4.61989, 0.60644, -2.59181], [-3.78997, 2.18089, -2.57815], [-1.84281, 1.27461, -2.06547], [-2.74913, -0.95385, -2.65648], [-2.41484, -1.54496, -1.02383], [-0.59050, -2.20533, -2.53070], [-0.33146, -0.50614, -2.99804], [1.45528, -2.66380, 1.37151], [2.71270, -0.77409, -1.41056], [4.78111, 0.48418, -1.35010], [6.24964, 1.98990, -0.85635], [7.63327, 2.17831, 0.23931], [8.24726, 0.78903, -1.73759], [6.99925, -0.39072, -1.30990], [8.37268, -0.13596, -0.23440], [5.05270, -0.14145, 2.86871], [2.93674, -1.41145, 2.80676], [0.96419, 0.48146, 0.23084], [0.56786, 1.03208, -1.40653], [-1.42190, 0.11774, 0.72390], [-1.15376, 1.79287, 0.23283]], "forces_ev_per_a": [[-0.205, 0.043, -0.132], [0.148, 0.148, 0.010], [-0.155, -0.365, -0.044], [-0.038, 0.349, 0.229], [0.033, 0.071, -0.064], [0.033, -0.032, 0.047], [0.118, -0.190, 0.226], [0.112, 0.340, -0.050], [-0.338, -0.287, -0.319], [0.301, -0.212, 0.154], [-0.070, -0.217, -0.019], [-0.237, -0.538, 0.015], [-0.249, 0.031, 0.343], [0.482, 0.351, -0.188], [-0.152, -0.222, 0.208], [0.321, 0.214, 0.085], [-0.178, -0.123, 0.105], [-0.117, -0.088, 0.227], [0.273, 0.017, -0.341], [-0.271, 0.176, 0.268], [0.205, 0.093, -0.192], [-0.101, 0.030, -0.214], [-0.014, 0.337, 0.435], [0.066, 0.039, -0.417], [0.030, -0.083, 0.100], [0.113, 0.041, 0.084], [0.117, -0.109, 0.008], [-0.084, -0.049, -0.038], [-0.115, 0.016, 0.009], [0.029, 0.095, -0.032], [0.041, 0.071, -0.015], [0.058, -0.077, 0.034], [-0.001, -0.103, -0.034], [-0.085, 0.034, -0.079], [-0.031, -0.006, -0.030], [-0.036, 0.043, -0.059], [0.020, -0.017, 0.029], [-0.048, -0.046, -0.049], [-0.015, -0.046, 0.006], [0.045, 0.199, -0.021], [0.005, 0.009, 0.015], [-0.085, 0.076, -0.264], [-0.046, 0.007, -0.069], [0.083, 0.046, -0.064], [0.044, 0.001, 0.106], [-0.140, -0.039, -0.112], [0.069, 0.022, -0.112], [-0.004, -0.071, -0.076], [0.079, -0.045, 0.031], [0.064, 0.013, 0.119], [-0.063, -0.015, 0.118], [-0.043, 0.047, -0.166], [0.061, 0.014, 0.066], [-0.015, -0.035, 0.091], [-0.013, 0.044, 0.030]]}

---

Entry 2:
{"formula": "CHBr2O2P", "method": "wB97M-V/def2-TZVPD", "mol_weight_g_mol": 235.8, "multiplicity": 1, "largest_force_ev_per_a": 1.943, "e_tot_ev": -154520.8854, "e_homo_ev": [-8.4378, -8.4149], "lumo_energy_ha": [-0.0547, -0.0543], "relative_energy_ev": 2.280, "elements": ["C", "O", "O", "P", "Br", "Br", "H"], "xyz": [[-1.41699, -1.35697, -0.40567], [-2.19499, -1.56693, -1.21228], [-0.66851, -1.07649, 0.43309], [-0.12082, 1.88813, 0.55345], [-2.21245, 2.60600, 0.12692], [2.86818, -0.32620, -0.29302], [3.74559, -0.16754, 0.79751]], "forces_ev_per_a": [[0.740, 0.763, 1.282], [-1.144, -0.603, -1.449], [0.332, -0.331, 0.157], [-0.915, 0.528, -0.206], [0.970, -0.365, 0.208], [-0.152, -0.014, -0.196], [0.170, 0.023, 0.204]]}

---

Entry 3:
{"formula": "C5H9N2", "method": "wB97M-V/def2-TZVPD", "mol_weight_g_mol": 97.1, "charge": 1, "multiplicity": 1, "largest_force_ev_per_a": 3.977, "e_tot_ev": -8300.3153, "smiles": "CC/[N+](C)=c1\\cn1", "e_homo_ev": -15.5849, "lumo_energy_ha": -0.1813, "relative_energy_ev": 5.417, "elements": ["C", "C", "N", "C", "C", "C", "N", "H", "H", "H", "H", "H", "H", "H", "H", "H"], "xyz": [[1.27945, 0.73378, 1.18442], [-0.27018, 0.68677, 0.90594], [-0.49767, -0.05149, -0.29221], [-1.92240, -0.39778, -0.52006], [0.34421, -0.50127, -1.15935], [1.62440, -0.97771, -1.51297], [0.59712, -1.42603, -2.18940], [1.53692, -0.27727, 1.32527], [1.63868, 1.14552, 0.18582], [1.44210, 1.34800, 2.10484], [-0.48903, 1.79404, 0.82853], [-0.95322, 0.22755, 1.70096], [-2.55982, 0.16174, -1.17213], [-2.36781, -0.09305, 0.45663], [-1.97586, -1.53752, -0.76859], [2.57311, -0.83528, -1.07770]], "forces_ev_per_a": [[-2.293, 1.189, -0.700], [1.559, 1.961, 2.233], [-1.846, -0.681, -3.270], [-0.698, -2.021, 1.680], [1.905, -0.962, 0.946], [-3.542, 1.577, 0.887], [0.434, 0.476, 0.422], [1.121, -1.122, 0.312], [0.390, -0.166, 1.807], [0.288, -0.445, -1.153], [-0.671, -1.334, -0.391], [1.367, 0.645, -0.920], [0.607, 0.611, -1.226], [-0.048, -1.199, -0.639], [-0.201, 2.166, 0.670], [1.626, -0.695, -0.657]]}